1.
Formula: ClZn
Source: the OMol25 dataset
Level of theory: ωB97M-V/def2-TZVPD

Summary:
2S+1: 2
Total charge: +2
Kohn-Sham gap (alpha / beta), eV: 9.284 / 8.031
Highest occupied orbital energy (alpha / beta), eV: -25.28 / -24.75
Lowest unoccupied orbital energy (alpha / beta), Eh: -0.588 / -0.614

Each line ends with the Löwdin charge.
CARTESIAN COORDINATES (ANGSTROEM)
Zn: 0.570 1.003 0.398  1.392
Cl: -0.570 -1.003 -0.398  0.608

***

2.
Formula: C4H10NOS
Source: the OMol25 dataset
Level of theory: ωB97M-V/def2-TZVPD

Summary:
Total charge: +1
Kohn-Sham gap, eV: 3.047
Highest occupied orbital energy, eV: -11.29
Lowest unoccupied orbital energy, Eh: -0.303

Each line ends with the Löwdin charge.
CARTESIAN COORDINATES (ANGSTROEM)
O: -1.625 0.097 0.201  0.170
C: -0.658 0.117 -0.529  -0.224
C: 0.609 -0.409 -0.156  0.164
C: 1.983 -0.247 -0.804  -0.253
C: 3.081 0.685 -0.250  -0.219
S: 4.748 0.511 1.020  0.883
N: -5.829 -0.271 0.745  0.015
H: -0.721 0.572 -1.544  0.151
H: 0.568 -0.763 0.882  0.143
H: 2.345 -1.247 -1.076  0.148
H: 1.638 0.306 -1.687  0.126
H: 3.368 0.003 0.885  -0.062
H: 2.699 1.625 0.142  0.051
H: 5.263 0.449 -0.210  -0.081
H: -5.535 -0.498 -0.180  -0.009
H: -6.723 -0.635 1.026  0.002
H: -5.212 -0.294 1.536  -0.006

***

3.
Formula: C22H33FN4O2S
Source: the OMol25 dataset
Level of theory: ωB97M-V/def2-TZVPD

Summary:
Total charge: 0
Kohn-Sham gap, eV: 8.790
Highest occupied orbital energy, eV: -8.15
SMILES string: O=C(CNC(=S)N(Cc1ccc(F)cc1)C1CCCCC1)NCCN1CCOCC1
Lowest unoccupied orbital energy, Eh: 0.023

Each line ends with the Löwdin charge.
CARTESIAN COORDINATES (ANGSTROEM)
O: -3.168 -1.063 1.821  0.056
C: -2.210 -0.473 2.277  -0.492
N: -2.034 0.858 2.221  0.055
H: -1.132 1.230 2.498  0.041
C: -2.966 1.717 1.527  -0.139
H: -3.043 2.669 2.054  0.126
C: -2.579 1.974 0.060  -0.168
N: -1.929 3.261 -0.114  -0.167
C: -0.595 3.376 0.458  -0.153
C: 0.461 2.642 -0.371  -0.220
O: 0.476 3.088 -1.713  -0.133
C: -0.799 2.974 -2.310  -0.188
C: -1.871 3.710 -1.496  -0.161
H: -2.850 3.580 -1.962  0.120
H: -1.629 4.777 -1.479  0.124
H: -0.704 3.407 -3.307  0.125
H: -1.071 1.911 -2.409  0.105
H: 1.459 2.830 0.025  0.118
H: 0.265 1.559 -0.337  0.085
H: -0.588 2.998 1.479  0.092
H: -0.348 4.442 0.484  0.130
H: -3.491 2.002 -0.540  0.123
H: -1.980 1.116 -0.287  0.105
H: -3.929 1.203 1.558  0.118
C: -1.042 -1.218 2.941  -0.121
N: -0.074 -1.574 1.927  0.037
C: 0.901 -0.735 1.508  -0.731
N: 1.604 -1.084 0.402  -0.070
C: 1.292 -2.316 -0.305  -0.101
C: -0.106 -2.315 -0.883  -0.226
C: -0.955 -3.403 -0.703  -0.044
C: -2.240 -3.393 -1.213  0.010
C: -2.670 -2.278 -1.908  -0.267
C: -1.845 -1.186 -2.113  0.004
C: -0.563 -1.214 -1.598  -0.019
H: 0.097 -0.373 -1.752  0.101
H: -2.212 -0.339 -2.670  0.115
F: -3.915 -2.259 -2.415  0.070
H: -2.907 -4.228 -1.071  0.122
H: -0.608 -4.271 -0.159  0.120
H: 1.426 -3.185 0.354  0.137
H: 2.007 -2.409 -1.123  0.124
C: 2.871 -0.420 0.105  -0.343
C: 4.061 -1.304 0.491  -0.141
C: 5.362 -0.529 0.303  -0.193
C: 5.495 -0.053 -1.140  -0.204
C: 4.297 0.809 -1.527  -0.189
C: 2.992 0.037 -1.348  -0.144
H: 2.990 -0.817 -2.029  0.116
H: 2.155 0.686 -1.609  0.098
H: 4.388 1.133 -2.565  0.113
H: 4.275 1.703 -0.900  0.118
H: 6.416 0.519 -1.258  0.109
H: 5.551 -0.918 -1.805  0.114
H: 6.209 -1.164 0.569  0.110
H: 5.366 0.334 0.972  0.119
H: 4.083 -2.203 -0.130  0.116
H: 3.956 -1.613 1.534  0.122
H: 2.889 0.472 0.739  0.067
S: 1.221 0.660 2.365  0.736
H: -0.409 -2.277 1.284  0.102
H: -1.417 -2.140 3.388  0.130
H: -0.554 -0.603 3.698  0.081

***

4.
Formula: CH2N2O4S
Source: the OMol25 dataset
Level of theory: ωB97M-V/def2-TZVPD

Summary:
Total charge: 0
Kohn-Sham gap (alpha / beta), eV: 8.893 / 8.893
Highest occupied orbital energy (alpha / beta), eV: -10.66 / -10.66
SMILES string: O=S(=O)=NO.N=C=O
Lowest unoccupied orbital energy (alpha / beta), Eh: -0.065 / -0.065

Each line ends with the Löwdin charge.
CARTESIAN COORDINATES (ANGSTROEM)
C: 1.918 -0.279 0.028  -0.382
N: 1.836 -1.160 0.822  0.242
N: -1.448 0.742 -0.869  -0.214
O: -2.467 -1.375 -0.329  -0.317
O: -1.088 -0.522 1.499  -0.302
O: -0.635 1.776 -0.562  -0.086
O: 1.907 0.363 -0.983  0.106
S: -1.403 -0.462 0.071  0.781
H: 1.694 -1.253 1.735  0.035
H: -0.314 2.170 -1.412  0.136

***

Total energy in eV, matching the order above: -60913.882; -18667.233; -46958.835; -23070.270
ΔE to the lowest compared entry with this formula, charge and spin in eV, matching the order above: 0.0671; 9.8731; 0.2091; 1.9639